1.
104
Properties=species:S:1:pos:R:3:forces:R:3:lowdin_charge:R:1 method="wB97M-V/def2-TZVPD" max_force_ev_per_a=1.3 multiplicity=1 energy_ev=-91710.551 homo_ev=-8.83 e_lumo_ha=-0.0111 orbital_gap_ha=0.3135
O -1.18164 3.33175 0.58554 -0.404 -0.033 0.277 -0.338
S -2.26300 2.70384 -0.11517 0.965 0.114 -0.793 0.358
O -2.63534 3.25124 -1.38312 -0.344 -0.226 0.153 -0.335
Cl -3.91830 2.74804 1.10107 0.010 0.025 -0.047 0.422
C -1.94961 0.94262 -0.23587 -0.653 0.600 1.009 -0.258
C -1.83496 0.34112 1.17508 -0.037 -0.385 -0.419 -0.223
C -0.78425 -0.77242 1.27873 -0.202 0.592 0.428 -0.182
C 0.66024 -0.27819 1.42828 0.016 -0.594 -0.638 -0.142
C 1.17101 0.53887 0.26562 -0.115 0.067 0.494 -0.176
C 1.36037 0.00426 -0.98455 0.539 -0.162 -0.199 -0.524
S 1.07704 -1.70358 -1.39423 -0.153 -0.460 -0.136 0.858
C 1.83307 0.78418 -2.06646 0.024 0.045 0.194 -0.091
C 2.10836 2.09981 -1.87557 0.102 0.285 -0.235 -0.001
C 1.95186 2.70280 -0.61084 0.063 -0.086 -0.413 -0.208
N 2.26737 4.02463 -0.47079 -0.131 -0.233 0.270 0.139
C 2.10350 4.49317 0.73291 0.062 0.262 -0.145 -0.111
C 1.62172 3.72121 1.81114 -0.017 -0.229 0.077 -0.110
N 1.31455 2.46292 1.69968 0.240 0.056 -0.084 0.146
C 1.49032 1.91835 0.46221 -0.205 -0.087 0.155 -0.169
H -1.04596 0.85616 -0.81772 0.194 0.172 -0.281 0.082
H -2.78980 0.55970 -0.79247 -0.079 -0.214 -0.262 0.088
H -1.66416 1.13288 1.89714 0.300 0.048 0.216 0.093
H -2.79982 -0.08992 1.42208 -0.197 0.011 0.098 0.102
H -0.90596 -1.45581 0.44867 0.075 -0.126 -0.238 0.076
H -1.01972 -1.33115 2.18102 0.051 -0.184 0.132 0.111
H 1.29985 -1.15592 1.49698 0.044 -0.164 0.149 0.088
H 0.75752 0.24171 2.36818 0.074 0.353 0.086 0.109
H 1.98495 -2.30912 -0.60723 0.027 0.263 0.182 -0.116
H 1.99289 0.32140 -3.03318 -0.125 0.050 0.135 0.070
H 2.48595 2.69777 -2.68944 0.041 0.188 -0.120 0.114
H 2.35153 5.52920 0.90993 0.029 0.216 -0.039 0.110
H 1.50443 4.19417 2.77390 -0.069 0.020 0.212 0.110
C 0.65087 -0.89054 -5.78308 0.244 0.002 0.074 -0.128
O 1.68448 -0.29010 -5.00671 -0.126 -0.072 -0.253 -0.148
H -0.29616 -0.64969 -5.30376 -0.022 0.042 -0.004 0.063
H 0.63601 -0.48901 -6.79845 -0.066 -0.006 -0.016 0.082
H 0.76834 -1.97619 -5.82177 -0.045 -0.001 0.001 0.082
H 2.52409 -0.49387 -5.42963 0.035 -0.053 0.058 0.086
C -0.09335 5.98487 -1.76337 0.282 -0.105 -0.050 -0.147
O 1.04694 6.20811 -2.59379 -0.050 -0.118 0.009 -0.137
H -0.96006 6.40899 -2.26278 0.014 0.020 -0.053 0.084
H -0.25645 4.91686 -1.60875 -0.130 0.009 0.068 0.051
H 0.03474 6.47016 -0.79277 -0.104 0.001 0.043 0.076
H 1.80497 5.82740 -2.13543 0.037 -0.061 0.075 0.050
C 2.98595 -3.10050 3.28982 -0.187 0.008 0.086 -0.136
O 1.58884 -2.83235 3.39023 0.267 0.092 -0.128 -0.143
H 3.29469 -2.88919 2.26857 0.001 0.043 -0.004 0.054
H 3.56048 -2.46440 3.96844 0.052 -0.010 -0.037 0.081
H 3.20299 -4.14913 3.51621 0.045 0.008 -0.011 0.074
H 1.31199 -3.02389 4.29109 -0.175 -0.135 -0.039 0.067
C -6.20189 0.97965 3.77126 0.406 -0.179 0.074 -0.145
O -5.03624 0.20740 4.10166 -0.178 -0.101 0.011 -0.139
H -6.88498 0.31597 3.24963 -0.029 -0.006 0.001 0.085
H -6.68801 1.35958 4.66469 -0.068 0.035 0.041 0.069
H -5.93738 1.81079 3.11798 -0.094 0.044 -0.004 0.044
H -4.42371 0.78674 4.56166 0.073 0.006 0.008 0.081
C -3.11446 -1.06369 -3.60030 0.209 0.020 0.021 -0.136
O -2.02960 -0.64609 -2.77464 -0.099 -0.089 -0.172 -0.148
H -4.03494 -0.79971 -3.08554 -0.008 0.017 0.019 0.079
H -3.09584 -0.55485 -4.56744 -0.054 -0.004 -0.003 0.078
H -3.09686 -2.14457 -3.76029 -0.051 -0.003 -0.010 0.080
H -1.21172 -0.87788 -3.22504 0.062 -0.017 0.067 0.040
C -5.64743 -3.33398 5.28977 0.002 0.227 0.054 -0.167
O -5.87851 -2.11684 5.98325 -0.007 -0.169 -0.007 -0.132
H -6.01899 -4.14268 5.91502 -0.010 -0.019 0.015 0.073
H -6.18089 -3.35652 4.33467 0.018 -0.058 -0.017 0.073
H -4.58091 -3.49428 5.10738 -0.006 -0.057 -0.028 0.074
H -5.54973 -1.40016 5.42932 0.034 0.200 -0.127 0.031
C 0.09539 -6.06313 4.26576 -0.032 0.168 -0.120 -0.152
O -0.37662 -4.72192 4.23191 -0.110 -0.204 0.180 -0.136
H 0.15568 -6.36174 5.30911 -0.008 0.008 0.026 0.078
H -0.58808 -6.73939 3.74591 0.025 -0.046 0.023 0.076
H 1.08983 -6.14391 3.81634 0.002 -0.051 0.020 0.073
H -0.42099 -4.44727 3.31196 0.109 0.130 -0.012 0.068
C 0.25777 3.46164 -5.39252 0.076 0.176 0.098 -0.158
O 1.27515 4.41202 -5.11470 0.007 -0.304 -0.056 -0.128
H 0.25771 3.28673 -6.46706 0.006 -0.005 -0.004 0.075
H 0.44749 2.51509 -4.88140 -0.040 -0.129 -0.011 0.059
H -0.72736 3.83677 -5.09756 -0.020 -0.052 -0.027 0.079
H 1.26775 4.57457 -4.16514 -0.066 0.398 0.011 0.033
C 5.28994 -2.33937 -0.73816 -0.049 0.209 0.114 -0.136
O 4.46916 -1.78983 0.29411 -0.100 -0.128 -0.095 -0.141
H 5.24596 -3.42191 -0.64413 -0.027 -0.027 0.029 0.077
H 4.92007 -2.04993 -1.72689 0.047 -0.058 -0.037 0.073
H 6.32347 -2.00857 -0.63010 0.026 -0.045 -0.096 0.063
H 4.50708 -0.83258 0.21646 -0.027 0.049 0.055 0.078
C 3.85040 -4.52800 -3.67245 -0.146 0.182 0.022 -0.154
O 3.33098 -3.25610 -4.03875 0.099 -0.045 -0.071 -0.143
H 4.27162 -4.97579 -4.56889 0.005 -0.003 -0.028 0.078
H 4.63992 -4.43774 -2.92309 0.035 -0.047 0.023 0.061
H 3.06358 -5.18438 -3.28999 0.040 -0.039 0.008 0.079
H 2.94722 -2.84096 -3.25927 -0.130 0.082 0.020 0.013
C 9.47983 -1.16668 -1.92327 -0.144 0.123 -0.029 -0.154
O 8.25190 -0.58081 -1.49782 0.117 -0.086 -0.022 -0.133
H 9.76791 -1.89596 -1.17115 -0.009 -0.011 0.030 0.077
H 9.36504 -1.67627 -2.88330 0.044 -0.027 0.008 0.076
H 10.26941 -0.41606 -2.00664 0.038 -0.038 0.004 0.075
H 7.99175 0.06568 -2.15858 -0.050 0.047 0.006 0.075
C -9.27207 3.29823 4.70008 0.029 -0.062 -0.178 -0.146
O -8.45037 2.81241 3.64100 -0.183 0.115 0.076 -0.138
H -8.64528 3.37942 5.58442 0.025 -0.005 0.007 0.077
H -9.67965 4.28456 4.46613 -0.005 0.014 0.050 0.076
H -10.09358 2.60986 4.91292 -0.005 0.019 0.049 0.078
H -8.99927 2.73926 2.85612 0.028 -0.002 -0.056 0.080


2.
97
Properties=species:S:1:pos:R:3:forces:R:3:lowdin_spin:R:1 method="wB97M-V/def2-TZVPD" max_force_ev_per_a=5.7 multiplicity=6 energy_ev=-78025.845 homo_ev="-13.36 / -13.36" s_squared=8.75 e_lumo_ha="-0.1713 / -0.1731" e_above_lowest_kcal_mol=10.0 orbital_gap_ha="0.3196 / 0.3179" charge=+2
Mn -0.26379 0.09134 -0.29945 1.134 1.611 0.082 4.694
C -0.79017 -3.11843 -0.93259 1.872 -2.270 -0.113 0.007
O -0.16535 -1.98275 -0.39615 0.610 -2.372 0.019 0.043
C 0.94832 -2.49276 0.41392 -0.258 1.255 1.041 0.004
C 0.64696 -1.89340 1.79311 3.830 -1.917 -3.752 0.003
N 0.79130 -0.47860 1.60838 1.142 -0.748 -0.147 0.034
C 0.58872 -0.01718 2.91952 -4.204 2.894 2.097 0.004
C 1.84115 0.10417 3.68877 1.292 -0.313 0.362 0.001
O 1.96136 -1.14136 4.40228 0.600 1.419 1.693 0.000
C 1.51776 -0.97269 5.80447 1.862 -0.187 -0.227 0.000
H -1.57104 -2.95277 -1.53978 -2.674 1.475 -2.107 0.000
H -1.15783 -3.82149 -0.23141 -0.430 -0.261 1.620 0.001
H -0.16230 -3.80017 -1.53515 0.613 0.833 0.088 0.001
H 1.89741 -2.15248 -0.01633 -0.295 -0.244 0.116 0.000
H 0.92492 -3.55184 0.53929 -0.085 -0.797 -0.597 0.001
H 1.36554 -2.33505 2.46339 0.041 0.138 0.788 0.001
H -0.30382 -2.22567 1.96653 -2.613 -0.269 1.064 0.000
H 1.81073 -0.28911 1.65195 -0.522 -0.650 -1.615 0.002
H -0.19302 -0.62851 3.47320 1.281 0.426 -0.463 0.000
H 0.01978 0.90436 2.79320 0.519 0.344 0.549 0.001
H 1.81757 0.98715 4.33139 0.079 -0.229 0.328 0.000
H 2.74324 0.31857 2.96396 -1.222 -0.801 1.427 0.000
H 2.16135 -0.32618 6.46492 -0.605 0.047 -1.273 0.000
H 1.60709 -1.90462 6.30709 0.264 -1.222 -0.103 0.000
H 0.48268 -0.76492 5.86802 -1.114 0.875 -0.168 0.000
C -2.76029 -0.59884 -1.34144 -3.846 -1.641 -2.465 0.009
O -2.26633 -0.11683 -0.16687 0.159 1.553 0.275 0.049
C -3.30951 -0.02187 0.78580 1.829 -2.804 2.825 0.008
C -2.63589 0.14097 2.15656 -1.015 0.590 0.395 0.002
N -3.59071 0.41124 3.20345 1.496 2.541 -1.161 0.001
C -4.42536 -0.64031 3.63525 -0.548 -2.148 -1.365 0.000
C -5.35563 -0.11034 4.62757 -1.618 1.418 -0.999 0.000
O -6.26467 -0.95186 5.15038 -1.280 -3.017 1.497 0.000
C -5.82044 -2.05099 6.04175 -0.824 1.605 -0.794 0.000
H -3.80535 -0.20460 -1.48271 0.959 0.018 -0.222 0.002
H -2.95372 -1.65727 -1.21863 -0.058 -0.382 -0.018 0.000
H -2.27306 -0.52793 -2.32822 0.807 0.691 0.860 0.002
H -3.79132 -0.97919 0.89369 -0.133 -0.894 -0.535 0.001
H -4.13014 0.58045 0.59019 -0.907 2.244 -0.857 0.001
H -1.98515 1.00573 2.10968 0.523 -0.017 0.046 0.001
H -2.11431 -0.74488 2.51212 0.406 -0.207 -0.741 0.000
H -3.96249 1.34832 2.92788 -0.673 -1.395 1.141 0.000
H -3.82301 -1.47811 4.08935 -0.241 0.810 -0.485 0.000
H -5.05783 -1.09383 2.82956 0.459 0.007 0.241 0.000
H -5.93730 0.73813 4.19644 0.225 -0.521 -0.077 0.000
H -4.80373 0.33210 5.35111 2.048 1.529 2.714 0.000
H -6.71706 -2.59180 6.26390 -0.496 -0.240 0.049 0.000
H -5.40002 -1.71791 6.97742 0.185 0.627 0.262 0.000
H -5.12940 -2.72217 5.59108 0.646 -0.456 -0.750 0.000
C 2.63620 -0.20895 -1.26240 0.562 1.687 0.773 0.006
O 1.32211 -0.32774 -1.74348 -0.568 -1.964 -0.993 0.037
C 1.27316 -1.33411 -2.78597 -1.112 -0.667 -1.306 0.004
C 2.21562 -1.08881 -3.94940 -0.156 -1.731 -0.726 0.001
N 3.48392 -1.84877 -3.91292 0.173 2.674 0.742 0.000
C 4.40360 -1.46673 -5.02574 -3.202 -0.870 -0.055 0.000
C 3.73201 -1.52412 -6.41564 1.024 2.886 1.486 0.000
O 3.53103 -0.15923 -6.75647 -0.088 0.753 -0.165 0.000
C 2.65524 0.01992 -7.86730 0.257 -4.534 0.879 0.000
H 3.27846 -1.07883 -1.26900 -0.406 -0.722 0.088 0.000
H 2.47351 0.20691 -0.24361 0.943 -0.147 -0.753 0.002
H 3.14221 0.48227 -1.92904 0.362 0.455 0.315 0.000
H 0.21727 -1.51822 -3.21040 1.283 1.101 1.039 0.000
H 1.56471 -2.33360 -2.47887 0.044 -0.137 1.132 0.000
H 2.37952 -0.06104 -4.11198 0.407 1.200 -0.362 0.000
H 1.67508 -1.50129 -4.80652 -0.355 0.610 -0.246 0.000
H 3.25443 -2.79546 -4.05809 -0.229 -1.320 -0.093 0.000
H 5.04163 -2.25340 -5.01935 2.477 -2.278 0.073 0.000
H 4.97604 -0.59278 -4.85105 0.069 1.117 0.116 0.000
H 2.79616 -2.00485 -6.45040 -1.203 -1.095 0.225 0.000
H 4.41855 -2.00727 -7.04993 0.758 -0.531 -1.391 0.000
H 2.69071 0.97083 -8.24938 0.319 2.227 -0.795 0.000
H 1.63319 -0.25104 -7.53514 0.154 0.259 -0.336 0.000
H 2.99077 -0.78037 -8.59230 -0.675 1.185 0.003 0.000
C 0.52038 3.38330 2.74214 0.556 2.685 0.455 0.001
C 0.76032 3.00046 1.31947 0.654 3.028 -0.367 0.003
C 2.19248 2.56912 1.09993 -0.145 -1.025 -0.657 0.001
O -0.28558 2.18818 0.77595 -0.391 -0.090 0.549 0.032
H 0.33428 2.63067 3.38314 -0.208 -3.114 2.013 0.000
H -0.34238 4.01127 2.98880 -0.052 0.386 -0.895 0.000
H 1.38746 3.91420 3.18925 -0.441 -0.155 -0.567 0.000
H 0.64369 3.95660 0.79944 0.241 0.038 -0.286 0.000
H 2.57250 2.57653 0.07557 -0.349 0.481 0.019 0.000
H 2.21726 1.53004 1.34135 0.461 -0.747 0.537 0.001
H 2.91866 3.08595 1.72444 -0.328 0.126 0.050 0.000
H -1.06693 2.74497 1.00032 0.361 -0.950 -0.599 0.001
C -0.60952 4.04429 -1.99840 -0.100 1.049 1.311 0.001
C -0.24394 2.76123 -2.68193 3.107 -0.430 2.072 0.004
C 1.23592 2.47229 -2.72487 1.840 2.239 1.236 0.001
O -0.70190 1.63124 -1.93601 -3.847 -0.921 -0.905 0.028
H -0.56467 4.13036 -0.87278 0.237 -0.888 -1.188 0.000
H -1.62513 4.26394 -2.23467 -0.930 0.401 -0.218 0.000
H -0.02280 4.90550 -2.30656 0.127 -0.085 -0.514 0.000
H -0.64020 2.69942 -3.64919 -0.700 0.086 -1.492 0.000
H 1.54026 1.57620 -3.27768 -0.262 0.486 0.276 0.000
H 1.69980 2.52058 -1.65511 -1.125 -0.684 -1.686 0.000
H 1.71593 3.38642 -3.11161 0.084 -0.531 -0.562 0.000
H -1.62687 1.57011 -2.31441 1.154 -0.492 1.227 0.001